1.
{
  "formula": "C30H68F2N7O14S2V",
  "method": "wB97M-V/def2-TZVPD",
  "elements": ["V", "C", "C", "C", "O", "C", "C", "C", "O", "O", "O", "H", "H", "N", "S", "O", "O", "F", "S", "O", "O", "F", "C", "C", "C", "O", "C", "N", "H", "H", "H", "H", "H", "H", "H", "H", "H", "H", "H", "C", "C", "C", "O", "C", "N", "H", "H", "H", "H", "H", "H", "H", "H", "H", "H", "H", "C", "C", "C", "O", "C", "N", "H", "H", "H", "H", "H", "H", "H", "H", "H", "H", "H", "C", "C", "C", "O", "C", "N", "H", "H", "H", "H", "H", "H", "H", "H", "H", "H", "H", "C", "C", "C", "O", "C", "N", "H", "H", "H", "H", "H", "H", "H", "H", "H", "H", "H", "C", "C", "C", "O", "C", "N", "H", "H", "H", "H", "H", "H", "H", "H", "H", "H", "H"],
  "positions_angstrom": [[2.21, -1.04, 2.97], [0.19, -4.58, 2.01], [1.06, -3.48, 2.32], [2.58, -3.48, 1.65], [3.32, -2.59, 2.13], [2.81, -4.67, 0.80], [1.92, -5.70, 0.59], [0.54, -5.62, 1.25], [-0.36, -6.50, 1.09], [2.41, -6.74, -0.12], [0.82, -2.52, 2.99], [-0.84, -4.49, 2.32], [3.76, -4.78, 0.29], [1.65, -0.53, 1.14], [0.07, -0.13, 0.45], [-0.69, -1.28, -0.04], [-0.05, 1.21, -0.13], [-0.61, 0.21, 1.89], [2.22, -0.40, -0.39], [2.71, 0.92, -0.83], [1.91, -1.48, -1.34], [3.67, -0.99, 0.05], [4.74, 4.35, -2.63], [3.35, 3.85, -3.15], [2.19, 4.14, -2.13], [0.95, 3.72, -2.65], [-0.17, 4.02, -1.82], [3.26, 4.52, -4.41], [5.56, 4.49, -3.34], [5.07, 3.79, -1.76], [4.72, 5.38, -2.28], [3.38, 2.78, -3.32], [2.19, 5.23, -2.07], [2.42, 3.70, -1.15], [-0.14, 4.93, -1.22], [-0.17, 3.20, -1.09], [-1.07, 4.12, -2.43], [4.00, 4.34, -5.06], [2.50, 4.04, -4.86], [-0.11, -1.28, 5.74], [-0.19, 0.00, 4.93], [-0.79, 1.22, 5.67], [-0.65, 2.40, 4.84], [-1.16, 3.59, 5.34], [1.10, 0.41, 4.30], [-1.13, -1.32, 6.13], [0.66, -1.43, 6.49], [-0.02, -2.14, 5.08], [-0.88, -0.10, 4.09], [-0.11, 1.52, 6.47], [-1.82, 0.92, 5.87], [-1.45, 4.35, 4.61], [-0.59, 4.28, 5.96], [-2.04, 3.42, 5.96], [0.78, 1.33, 4.07], [1.71, 0.73, 5.04], [-3.63, -7.38, -2.71], [-2.25, -7.70, -2.18], [-1.43, -6.39, -2.44], [-1.90, -5.33, -1.60], [-1.24, -4.11, -1.88], [-2.24, -8.01, -0.73], [-4.02, -6.42, -2.38], [-4.46, -7.97, -2.32], [-3.47, -7.35, -3.78], [-1.79, -8.47, -2.80], [-1.64, -6.13, -3.48], [-0.37, -6.61, -2.32], [-0.98, -3.97, -2.92], [-0.28, -4.05, -1.37], [-1.79, -3.24, -1.52], [-2.07, -7.07, -0.42], [-1.26, -8.25, -0.71], [5.13, 2.07, 3.92], [3.73, 1.71, 3.48], [3.31, 2.76, 2.39], [1.91, 2.54, 2.39], [1.23, 3.44, 1.50], [3.75, 0.41, 2.80], [5.49, 1.46, 4.74], [5.20, 3.09, 4.31], [5.98, 2.05, 3.24], [3.14, 1.92, 4.37], [3.81, 2.72, 1.42], [3.50, 3.70, 2.91], [1.67, 4.44, 1.55], [0.15, 3.40, 1.60], [1.49, 2.96, 0.56], [4.59, 0.01, 3.20], [4.24, 0.63, 1.94], [-0.80, 1.64, -6.71], [-0.49, 2.08, -5.38], [0.44, 1.15, -4.49], [-0.17, -0.06, -3.99], [-1.29, -0.02, -3.13], [0.23, 3.32, -5.40], [-1.57, 2.27, -7.16], [-1.08, 0.60, -6.53], [0.12, 1.77, -7.27], [-1.42, 2.32, -4.85], [0.98, 1.72, -3.74], [1.20, 0.78, -5.18], [-1.61, -0.91, -2.60], [-2.14, 0.40, -3.66], [-1.08, 0.72, -2.36], [0.38, 3.50, -4.42], [-0.46, 4.00, -5.69], [-3.49, -0.69, -0.20], [-4.95, -0.04, -0.32], [-5.08, 1.36, 0.24], [-5.54, 1.25, 1.62], [-5.49, 2.47, 2.36], [-5.31, -0.06, -1.66], [-3.62, -1.77, -0.15], [-2.99, -0.35, 0.71], [-2.73, -0.34, -0.89], [-5.58, -0.80, 0.15], [-5.85, 1.92, -0.29], [-4.16, 1.93, 0.12], [-5.23, 2.31, 3.40], [-6.53, 2.79, 2.40], [-4.87, 3.29, 2.00], [-4.58, 0.33, -2.24], [-6.18, 0.42, -1.79]],
  "lowdin_charge": [0.83, -0.01, -0.33, -0.26, -0.13, 0.00, -0.30, -0.39, -0.01, -0.10, -0.11, 0.12, 0.10, -0.32, 0.64, -0.25, -0.30, -0.20, 0.55, -0.29, -0.23, -0.22, -0.07, -0.41, -0.17, -0.24, -0.07, 0.03, 0.07, 0.06, 0.07, 0.13, 0.12, 0.10, 0.09, 0.06, 0.09, 0.07, 0.04, -0.03, -0.38, -0.14, -0.20, -0.13, 0.02, 0.08, 0.08, 0.07, 0.13, 0.13, 0.13, 0.08, 0.08, 0.08, 0.05, 0.08, -0.09, -0.42, -0.20, -0.19, -0.10, 0.06, 0.07, 0.07, 0.07, 0.13, 0.11, 0.13, 0.09, 0.09, 0.06, 0.03, 0.05, -0.08, -0.38, -0.16, -0.22, -0.08, 0.01, 0.08, 0.08, 0.09, 0.13, 0.14, 0.12, 0.09, 0.10, 0.04, 0.10, 0.10, -0.08, -0.50, -0.11, -0.18, -0.11, 0.04, 0.08, 0.09, 0.09, 0.13, 0.10, 0.13, 0.07, 0.07, 0.06, 0.02, 0.08, -0.03, -0.44, -0.18, -0.18, -0.12, 0.02, 0.09, 0.06, 0.03, 0.14, 0.11, 0.12, 0.07, 0.08, 0.08, 0.07, 0.07],
  "e_tot_ev": -124093.4446,
  "lumo_ev": [1.12, 1.17],
  "homo_ev": [-4.178, -4.210],
  "mol_weight_g_mol": 903.983,
  "s2": 3.757,
  "largest_force_ev_per_a": 8.510,
  "gap_ev": [5.3, 5.4],
  "total_charge": -1,
  "multiplicity": 4
}

***

2.
{
  "formula": "C30H70Br9NO17P4",
  "method": "wB97M-V/def2-TZVPD",
  "elements": ["C", "O", "N", "C", "C", "H", "H", "H", "H", "H", "H", "H", "C", "Br", "Br", "Br", "H", "C", "Br", "Br", "Br", "H", "C", "Br", "Br", "Br", "H", "C", "C", "O", "P", "O", "O", "C", "C", "O", "C", "C", "H", "H", "H", "H", "H", "H", "H", "H", "H", "H", "H", "H", "H", "H", "H", "C", "C", "O", "P", "O", "O", "C", "C", "O", "C", "C", "H", "H", "H", "H", "H", "H", "H", "H", "H", "H", "H", "H", "H", "H", "H", "C", "C", "O", "P", "O", "O", "C", "C", "O", "C", "C", "H", "H", "H", "H", "H", "H", "H", "H", "H", "H", "H", "H", "H", "H", "H", "C", "C", "O", "P", "O", "O", "C", "C", "O", "C", "C", "H", "H", "H", "H", "H", "H", "H", "H", "H", "H", "H", "H", "H", "H", "H"],
  "positions_angstrom": [[-0.14, -0.38, -0.06], [0.85, 0.17, -0.55], [-0.19, -0.79, 1.23], [-1.31, -1.60, 1.80], [0.81, -0.42, 2.28], [-1.08, -0.62, -0.57], [-0.82, -2.53, 2.08], [-2.08, -1.86, 1.08], [-1.88, -1.22, 2.66], [1.68, 0.03, 1.82], [0.42, 0.22, 3.07], [1.27, -1.23, 2.86], [1.19, -1.02, -2.23], [-0.02, -2.50, -1.61], [0.25, 0.29, -3.40], [2.73, -1.83, -3.20], [1.63, -0.46, -1.40], [0.59, -4.40, 2.26], [0.34, -4.33, 0.31], [-1.16, -4.45, 3.16], [1.70, -2.85, 2.73], [1.21, -5.22, 2.62], [0.25, -0.94, 5.12], [-0.85, 0.75, 5.22], [2.14, -0.68, 4.48], [-0.78, -2.18, 4.04], [0.29, -1.36, 6.13], [-5.07, -0.83, 3.71], [-3.74, -0.14, 3.49], [-3.26, -0.30, 2.21], [-2.72, 0.90, 1.23], [-2.14, 0.49, -0.13], [-4.03, 1.83, 1.05], [-5.01, 1.42, 0.13], [-6.21, 2.32, 0.36], [-1.73, 1.80, 2.21], [-1.13, 2.92, 1.65], [0.23, 2.67, 1.11], [-5.55, -0.59, 4.67], [-5.86, -0.39, 3.10], [-5.06, -1.90, 3.55], [-3.86, 0.92, 3.72], [-2.93, -0.34, 4.19], [-4.61, 1.56, -0.88], [-5.23, 0.36, 0.26], [-6.34, 2.22, 1.44], [-6.09, 3.36, 0.06], [-7.15, 1.99, -0.08], [-1.78, 3.34, 0.87], [-1.10, 3.80, 2.30], [0.18, 1.76, 0.51], [0.60, 3.55, 0.59], [0.79, 2.52, 2.03], [-1.98, -1.90, -1.24], [-3.24, -1.77, -0.44], [-3.99, -0.91, -1.18], [-5.29, -1.46, -2.07], [-6.00, -2.67, -1.59], [-6.14, -0.14, -2.36], [-5.42, 0.99, -2.91], [-6.46, 1.93, -3.55], [-4.55, -1.67, -3.51], [-5.24, -2.29, -4.63], [-4.97, -1.59, -5.95], [-1.38, -2.72, -0.85], [-2.29, -1.98, -2.28], [-1.40, -0.97, -1.24], [-3.67, -2.77, -0.33], [-2.93, -1.31, 0.50], [-4.84, 1.43, -2.10], [-4.62, 0.77, -3.62], [-7.23, 2.33, -2.89], [-6.00, 2.83, -3.98], [-7.03, 1.45, -4.35], [-5.09, -3.37, -4.67], [-6.32, -2.23, -4.48], [-5.35, -0.57, -5.91], [-3.89, -1.48, -6.06], [-5.36, -1.99, -6.89], [5.82, -1.55, -4.13], [5.21, -2.57, -3.18], [5.58, -2.14, -1.88], [4.60, -1.40, -0.84], [3.97, -0.14, -1.27], [5.54, -1.22, 0.49], [6.63, -0.33, 0.52], [7.88, -1.17, 0.30], [3.56, -2.58, -0.42], [2.92, -2.39, 0.84], [1.49, -1.81, 0.57], [6.90, -1.48, -4.00], [5.55, -1.80, -5.15], [5.52, -0.53, -3.89], [4.15, -2.73, -3.36], [5.64, -3.57, -3.28], [6.52, 0.57, -0.08], [6.60, 0.00, 1.56], [7.92, -1.59, -0.71], [8.71, -0.52, 0.57], [7.87, -2.00, 1.00], [2.99, -3.41, 1.23], [3.46, -1.82, 1.59], [0.93, -1.81, 1.50], [1.51, -0.77, 0.25], [1.01, -2.50, -0.13], [4.04, 5.94, -0.50], [3.43, 5.66, 0.78], [3.88, 4.43, 1.39], [2.85, 3.15, 1.46], [1.59, 3.42, 2.23], [3.80, 1.94, 1.95], [3.09, 0.72, 2.32], [4.09, -0.39, 2.45], [2.62, 2.72, -0.10], [1.30, 2.26, -0.41], [1.31, 1.52, -1.80], [3.96, 5.02, -1.06], [3.48, 6.78, -0.92], [5.09, 6.23, -0.43], [3.60, 6.44, 1.52], [2.36, 5.49, 0.67], [2.40, 0.90, 3.14], [2.43, 0.43, 1.50], [4.71, -0.37, 1.55], [4.69, -0.15, 3.33], [3.60, -1.35, 2.58], [0.84, 1.75, 0.43], [0.75, 3.19, -0.48], [0.36, 1.09, -2.15], [1.79, 2.10, -2.59], [1.89, 0.60, -1.69]],
  "lowdin_charge": [-0.38, -0.32, -0.11, -0.27, -0.34, 0.00, -0.11, 0.06, -0.01, 0.00, 0.02, -0.23, -0.98, 1.00, 0.95, 0.93, -0.06, -1.14, 0.83, 0.68, 0.95, 0.01, -1.14, 0.68, 0.92, 0.71, -0.01, -0.03, -0.33, -0.27, 0.72, -0.22, -0.16, -0.30, -0.04, -0.17, -0.23, -0.27, 0.08, 0.07, 0.08, 0.12, 0.01, 0.07, 0.12, 0.08, 0.09, 0.08, 0.12, 0.13, 0.07, 0.11, 0.01, -0.37, -0.29, -0.20, 0.52, -0.22, -0.16, -0.25, -0.05, -0.21, -0.25, -0.07, -0.11, 0.11, -0.01, 0.15, 0.04, 0.06, 0.12, 0.07, 0.08, 0.07, 0.12, 0.11, 0.06, 0.08, 0.08, -0.08, -0.41, -0.19, 0.49, -0.24, -0.26, -0.26, -0.05, -0.19, -0.41, -0.39, 0.08, 0.08, 0.08, -0.16, 0.13, 0.13, 0.12, 0.07, 0.08, 0.08, 0.05, 0.01, -0.07, 0.06, -0.16, -0.08, -0.31, -0.18, 0.63, -0.20, -0.13, -0.32, -0.12, -0.10, -0.28, -0.29, 0.09, 0.09, 0.09, 0.13, 0.11, 0.02, 0.07, 0.05, 0.11, 0.00, -0.04, 0.12, -0.21, 0.09, 0.01],
  "e_tot_ev": -736026.5211,
  "lumo_ev": -0.34,
  "homo_ev": -6.368,
  "mol_weight_g_mol": 1559.912,
  "largest_force_ev_per_a": 15.271,
  "e_above_lowest_ev": 64.723,
  "gap_ev": 6.0,
  "total_charge": 0,
  "multiplicity": 1
}

***

- What is the multiplicity in the first record?
  4